Record 1
A molecular structure, C54H48N4O2PPtSTe. Source: the Open Molecules 2025 dataset; level of theory: ωB97M-V with the def2-TZVPD basis set.

```
112
Properties=species:S:1:pos:R:3
Pt -0.231 -0.441 -0.340
N -1.682 -2.485 2.056
C -1.933 -1.612 3.088
C -2.408 -2.125 4.306
C -2.664 -1.302 5.377
C -2.462 0.076 5.279
C -1.986 0.586 4.093
C -1.692 -0.235 2.993
P -1.105 0.572 1.491
C -2.436 1.747 1.071
C -3.519 1.319 0.314
C -4.570 2.178 0.035
C -4.549 3.479 0.510
C -3.479 3.916 1.279
C -2.431 3.054 1.562
C 0.261 1.666 1.999
C 0.733 2.583 1.056
C 1.833 3.373 1.335
C 2.476 3.259 2.563
C 2.019 2.347 3.498
C 0.922 1.541 3.215
H -1.574 -2.141 1.113
H -2.035 -3.421 2.152
H -2.578 -3.192 4.390
H -3.031 -1.732 6.299
H -2.678 0.730 6.110
H -1.836 1.655 4.005
H -3.531 0.308 -0.057
H -5.405 1.839 -0.566
H -5.366 4.151 0.287
H -3.459 4.927 1.660
H -1.603 3.411 2.159
H 0.238 2.675 0.096
H 2.190 4.077 0.595
H 3.332 3.881 2.786
H 2.519 2.255 4.454
H 0.576 0.827 3.951
C 4.683 3.194 -3.245
C 3.623 2.188 -2.901
C 2.678 1.776 -3.841
C 1.687 0.860 -3.534
C 0.627 0.601 -4.553
O 0.900 0.227 -5.670
C -0.783 0.981 -4.203
C -1.812 0.589 -5.053
C -3.093 1.084 -4.862
C -3.353 1.972 -3.821
C -2.332 2.346 -2.956
C -1.052 1.849 -3.150
C 1.635 0.251 -2.271
O 0.744 -0.710 -2.083
C 2.593 0.656 -1.308
C 3.553 1.616 -1.642
C 2.672 -0.030 -0.020
N 1.609 -0.536 0.524
C 1.687 -1.543 1.587
C 1.395 -2.936 1.040
Te 2.757 -3.700 -0.414
C 4.425 -3.945 0.846
C 4.363 -3.840 2.230
C 5.506 -4.027 2.996
C 6.713 -4.340 2.392
C 6.774 -4.461 1.011
C 5.641 -4.253 0.241
C 4.027 -0.158 0.582
C 5.070 -0.665 -0.187
C 6.342 -0.765 0.351
C 6.586 -0.340 1.648
C 5.553 0.186 2.412
C 4.277 0.272 1.883
H 4.448 3.708 -4.176
H 5.656 2.714 -3.370
H 4.786 3.947 -2.463
H 2.686 2.202 -4.838
H -1.581 -0.065 -5.882
H -3.882 0.811 -5.551
H -4.349 2.380 -3.692
H -2.531 3.038 -2.148
H -0.244 2.164 -2.501
H 4.273 1.906 -0.886
H 0.941 -1.292 2.348
H 2.670 -1.525 2.049
H 0.434 -2.956 0.527
H 1.326 -3.646 1.863
H 3.428 -3.628 2.732
H 5.447 -3.941 4.074
H 7.599 -4.497 2.992
H 7.709 -4.715 0.528
H 5.709 -4.338 -0.837
H 4.875 -0.997 -1.199
H 7.144 -1.179 -0.244
H 7.581 -0.417 2.064
H 5.742 0.526 3.421
H 3.469 0.684 2.474
N -4.233 -2.687 -0.834
C -3.567 -1.724 -1.472
S -1.840 -1.796 -1.538
N -4.226 -0.775 -2.124
C -5.641 -0.670 -2.277
C -6.148 -0.516 -3.561
C -7.514 -0.378 -3.743
C -8.372 -0.407 -2.652
C -7.859 -0.563 -1.374
C -6.491 -0.686 -1.178
H -3.692 -3.459 -0.485
H -5.222 -2.825 -0.990
H -3.646 -0.136 -2.663
H -5.473 -0.516 -4.406
H -7.910 -0.258 -4.742
H -9.438 -0.305 -2.799
H -8.522 -0.573 -0.519
H -6.091 -0.760 -0.173
```

Total charge   +1
E_HOMO   -9.5 eV
Molecular weight   1170.723 g mol⁻¹
Frontier orbital gap   0.25088 hartree

***

Record 2
3 unconnected molecules or ions with the total composition C54H51BNO12S. Source: the Open Molecules 2025 dataset; level of theory: ωB97M-V with the def2-TZVPD basis set.

```
120
Properties=species:S:1:pos:R:3
C -5.348 1.200 -0.417
C -4.769 -0.017 -0.659
C -3.323 -0.224 -1.156
C -2.209 0.323 -0.381
O -2.454 1.036 0.770
B -2.384 0.235 1.938
O -2.238 0.867 3.191
O -2.455 -1.178 1.912
C -0.840 0.074 -0.918
C 0.322 0.721 -0.087
O 1.218 0.107 0.420
O 0.255 2.104 -0.001
C 0.224 2.572 1.373
C -0.858 3.714 1.591
C -0.839 4.718 0.348
C 0.569 5.424 0.214
C 1.498 4.812 -0.900
O 0.791 4.427 -2.091
C 1.589 3.475 -2.808
C -0.596 -0.707 -2.157
C 0.886 -0.906 -2.655
C 1.327 -2.397 -2.928
C 1.678 -2.712 -4.435
S 2.851 -1.520 -5.213
C -1.843 -1.211 -2.842
C -1.757 -2.075 -4.184
C -1.374 -1.108 -5.397
N -3.110 -0.940 -2.341
O -4.234 -1.381 -2.964
C -4.669 -0.450 -3.959
O -5.327 -0.894 -4.848
C -4.399 1.076 -3.926
C -3.094 1.730 -3.994
C -2.937 3.198 -3.967
C -4.123 4.070 -3.855
C -5.435 3.404 -3.813
C -5.597 1.942 -3.853
H -5.270 2.108 -1.061
H -6.014 1.267 0.488
H -5.385 -0.950 -0.532
H -1.964 0.172 3.821
H -1.687 -1.509 2.419
H 1.225 2.983 1.661
H -0.020 1.740 2.089
H -1.889 3.280 1.737
H -0.642 4.322 2.514
H -1.130 4.111 -0.555
H -1.651 5.478 0.516
H 0.406 6.525 0.063
H 1.084 5.309 1.214
H 2.236 5.613 -1.211
H 2.115 3.976 -0.470
H 1.988 2.648 -2.153
H 1.025 3.002 -3.657
H 2.493 4.036 -3.199
H 1.014 -0.231 -3.553
H 1.612 -0.504 -1.891
H 2.232 -2.681 -2.319
H 0.499 -3.069 -2.570
H 2.191 -3.718 -4.446
H 0.795 -2.805 -5.116
H 2.015 -0.519 -5.676
H -1.052 -2.945 -4.087
H -2.745 -2.534 -4.479
H -2.265 -0.430 -5.539
H -1.349 -1.746 -6.328
H -0.425 -0.543 -5.233
H -2.158 1.133 -4.075
H -1.916 3.652 -4.018
H -3.974 5.172 -3.808
H -6.340 4.061 -3.739
H -6.629 1.520 -3.823
C 3.645 1.093 4.858
C 2.911 1.862 3.958
C 2.822 3.237 4.129
C 3.457 3.847 5.206
C 4.172 3.074 6.121
C 4.274 1.697 5.937
C 4.814 3.705 7.302
O 5.440 3.032 8.097
C 4.669 5.168 7.498
C 5.215 5.767 8.630
C 5.096 7.137 8.816
C 4.439 7.917 7.867
C 3.888 7.324 6.741
C 3.993 5.947 6.557
C 3.370 5.320 5.367
O 2.791 5.997 4.538
H 3.721 0.021 4.719
H 2.409 1.387 3.122
H 2.254 3.833 3.423
H 4.840 1.095 6.638
H 5.730 5.166 9.370
H 5.518 7.601 9.700
H 4.354 8.987 8.010
H 3.374 7.934 6.008
C -2.227 -4.845 -1.306
C -2.915 -5.483 -0.277
C -2.439 -6.681 0.236
C -1.279 -7.248 -0.286
C -0.609 -6.619 -1.333
C -1.085 -5.412 -1.836
C 0.600 -7.234 -1.935
O 1.185 -6.678 -2.848
C 1.076 -8.536 -1.412
C 2.175 -9.155 -2.002
C 2.635 -10.368 -1.510
C 2.006 -10.964 -0.421
C 0.907 -10.354 0.168
C 0.433 -9.145 -0.331
C -0.764 -8.520 0.283
O -1.318 -9.039 1.231
H -2.586 -3.903 -1.707
H -3.819 -5.043 0.127
H -2.973 -7.173 1.041
H -0.567 -4.907 -2.642
H 2.671 -8.694 -2.848
H 3.488 -10.850 -1.975
H 2.372 -11.908 -0.033
H 0.418 -10.825 1.012
```

Total charge   +1
E_HOMO   -11.1 eV
Molecular weight   948.876 g mol⁻¹
Frontier orbital gap   0.24786 hartree

***

Result set for DFT total energy: -97494.1354; -94388.5594 eV, one per record in the order listed.